59
Properties=species:S:1:pos:R:3:forces:R:3:lowdin_charge:R:1 method="wB97M-V/def2-TZVPD" molar_mass_g_mol=645.33 charge=+1 energy_ev=-75205.062 smiles="CC(=O)OCCCCNc1nc[nH][n+]1CCC(F)(F)C(F)(F)C(F)(F)C(F)(F)C(F)(F)C(F)(F)C(F)(F)C(F)(F)F"
C 1.54764 2.53376 4.17005 0.0 0.2 0.1 0.028
C 1.65223 1.30835 3.30615 0.7 0.9 0.4 -0.532
O 0.76321 0.54162 3.12963 -0.9 -0.8 0.0 0.129
O 2.84092 1.06492 2.69810 0.2 0.0 -0.2 -0.035
C 3.60036 2.17172 2.19527 0.0 0.2 -0.2 -0.171
C 4.69465 1.66114 1.25027 0.0 0.1 0.0 -0.138
C 4.31642 0.46143 0.35930 0.0 0.1 0.0 -0.164
C 3.77093 0.86636 -1.01584 0.0 0.1 0.2 -0.153
N 3.28064 -0.26522 -1.79827 0.2 0.0 -0.1 0.113
C 2.16031 -0.96922 -1.68463 -0.2 -0.3 0.0 -0.304
N 1.91933 -2.04960 -2.47570 0.1 0.3 0.1 0.178
C 0.74849 -2.50115 -2.09202 0.0 0.0 0.0 -0.089
N 0.23767 -1.77856 -1.10267 0.3 -0.4 -0.1 0.128
N 1.13700 -0.77601 -0.82834 -0.2 0.0 -0.1 0.035
C 0.85614 0.16027 0.25570 0.0 -0.1 0.2 -0.071
C 0.29058 1.55854 -0.09035 -0.1 0.1 0.2 -0.019
C -0.21032 1.88983 -1.48978 0.0 0.0 0.2 -0.421
F 0.71670 1.49561 -2.41228 0.0 0.1 0.0 0.124
F -0.32326 3.23714 -1.57948 0.0 -0.2 0.0 0.137
C -1.55541 1.29346 -1.99607 0.0 0.0 0.0 -0.326
F -1.81360 1.84311 -3.18653 0.0 -0.1 0.1 0.185
F -1.34749 -0.03702 -2.18714 -0.1 0.1 -0.1 0.122
C -2.81879 1.49210 -1.07040 0.1 -0.1 -0.1 -0.327
F -3.89390 1.72761 -1.82989 0.0 0.0 0.0 0.186
F -2.59975 2.56939 -0.29199 0.0 0.0 0.0 0.165
C -3.15558 0.29827 -0.11202 -0.1 0.0 0.0 -0.309
F -3.82305 0.78445 0.93416 0.0 0.0 -0.1 0.192
F -1.97732 -0.20494 0.36364 -0.1 0.0 0.0 0.114
C -4.01332 -0.85331 -0.75249 0.0 0.1 0.0 -0.348
F -5.29977 -0.50712 -0.64413 0.0 0.0 0.1 0.191
F -3.70215 -0.99179 -2.05144 0.0 0.0 0.0 0.167
C -3.78821 -2.22384 -0.05014 0.0 0.1 0.1 -0.311
F -2.52505 -2.64105 -0.36124 0.0 0.0 -0.1 0.112
F -3.84193 -2.04288 1.27281 0.0 0.0 0.0 0.187
C -4.82142 -3.33327 -0.47124 -0.1 0.1 0.0 -0.342
F -5.75504 -3.41819 0.48310 0.1 0.0 0.0 0.185
F -5.41191 -2.98592 -1.62607 0.1 -0.1 0.0 0.174
C -4.19407 -4.74146 -0.66300 0.2 0.0 0.1 -0.559
F -3.50674 -5.08391 0.42916 -0.1 0.0 0.0 0.189
F -5.15401 -5.62183 -0.87045 -0.1 0.0 0.0 0.216
F -3.36412 -4.74658 -1.70910 -0.1 0.0 0.0 0.179
H 2.47947 2.76212 4.69226 -0.1 -0.1 -0.1 0.094
H 0.74135 2.37376 4.88612 0.1 0.1 -0.1 0.100
H 1.29194 3.40029 3.54884 0.0 -0.1 0.1 0.101
H 2.91812 2.84459 1.65598 0.1 -0.1 0.1 0.124
H 4.04753 2.74796 3.00953 0.0 -0.1 0.0 0.129
H 4.96472 2.52529 0.62670 0.1 -0.2 0.1 0.125
H 5.59658 1.41201 1.81571 -0.2 0.0 0.0 0.121
H 5.20677 -0.15859 0.22410 -0.1 0.0 -0.1 0.123
H 3.57783 -0.16864 0.86209 0.3 0.0 0.1 0.097
H 2.99312 1.63290 -0.92665 0.0 -0.2 0.0 0.112
H 4.56466 1.31356 -1.62131 -0.1 0.0 0.1 0.138
H 3.90142 -0.64586 -2.49894 -0.1 0.0 0.0 0.162
H 0.23476 -3.35499 -2.51876 0.1 0.1 0.1 0.154
H -0.64962 -1.87130 -0.62735 0.1 0.2 0.0 0.137
H 1.77154 0.27384 0.83443 -0.2 0.0 -0.1 0.089
H 0.17205 -0.36735 0.92209 0.2 0.2 -0.1 0.120
H -0.50959 1.77650 0.62302 0.2 0.0 -0.1 0.129
H 1.06033 2.31770 0.08750 -0.1 -0.1 -0.1 0.124

***

9
Properties=species:S:1:pos:R:3:forces:R:3:lowdin_charge:R:1 method="wB97M-V/def2-TZVPD" molar_mass_g_mol=99.15 charge=-1 energy_ev=-14921.802 e_above_lowest_kcal_mol=43.85
C -1.22561 -0.66000 -1.50519 -0.5 -1.0 2.2 -0.385
N -0.47189 0.12285 -2.20405 0.7 0.9 -1.0 -0.082
N -0.89317 -0.75494 -0.18887 0.9 0.9 -1.8 -0.038
N 0.41489 0.58456 -1.34432 1.1 0.5 0.5 -0.143
N 0.19755 0.06637 -0.17493 -0.5 -0.2 1.4 -0.221
Si 1.76246 0.42735 2.05767 2.2 -0.2 -2.6 0.443
H -2.01667 -1.16030 -1.97051 -1.2 -0.8 -0.2 0.043
H 0.82668 -0.35687 2.73148 -1.8 -1.1 1.2 -0.317
H 1.40575 1.73100 2.59873 -0.8 1.0 0.3 -0.301

***

16
Properties=species:S:1:pos:R:3:forces:R:3:lowdin_charge:R:1 method="wB97M-V/def2-TZVPD" molar_mass_g_mol=86.13 energy_ev=-7392.055 e_above_lowest_kcal_mol=62.51
C -2.25743 0.82194 0.65968 1.9 -2.0 -1.4 -0.078
C -1.25037 0.23658 -0.41748 1.4 1.3 1.0 -0.149
C -0.20032 -0.51103 -0.11790 0.3 0.2 -0.2 -0.403
O -0.09937 -1.20091 1.05205 0.1 0.0 0.3 0.046
C 1.05817 -0.49919 -0.91196 0.1 -0.3 -0.2 -0.195
C 2.22365 0.05045 -0.07350 0.1 0.0 0.0 -0.090
H -2.11305 0.46780 1.68921 0.0 -0.3 -0.5 0.047
H -1.98346 1.89343 0.68322 -1.6 -0.4 -0.7 0.082
H -2.79777 0.08264 0.00843 -2.8 2.0 1.3 0.087
H -1.37882 0.63244 -1.43130 0.3 0.1 0.6 0.111
H -0.96013 -1.17283 1.49417 0.3 0.0 0.0 0.097
H 1.29243 -1.50607 -1.25551 0.2 -0.1 -0.1 0.111
H 0.89764 0.14313 -1.78470 0.0 -0.2 0.1 0.113
H 3.14691 0.02013 -0.65938 -0.1 0.0 0.1 0.070
H 2.36867 -0.54812 0.83028 0.0 0.1 -0.2 0.071
H 2.05325 1.08959 0.23471 -0.1 -0.2 -0.1 0.080

***

22
Properties=species:S:1:pos:R:3:forces:R:3:lowdin_charge:R:1 method="wB97M-V/def2-TZVPD" molar_mass_g_mol=354.98 charge=+1 energy_ev=-24568.836
C 1.51471 1.10430 -1.69923 -1.9 -1.6 4.6 -0.027
C -0.49375 -1.04825 1.01521 -0.6 -1.6 -1.0 -0.152
C 0.51471 1.67758 -0.54757 3.1 1.7 -0.3 -0.275
C -1.57332 1.90474 0.40041 0.7 0.2 1.1 -0.614
C -1.15294 -2.11527 0.20915 2.5 0.6 0.0 -0.712
N -2.40848 -2.34259 0.30722 -0.5 1.4 0.7 0.144
N -0.84794 1.15554 -0.59120 2.4 0.7 3.9 -0.218
I -3.55035 1.01317 0.78086 0.6 0.5 -0.1 0.836
I 0.21175 -3.05161 -1.17663 -1.3 0.3 0.7 0.982
H 1.31114 1.57835 -2.59571 0.1 0.7 -1.9 0.041
H 2.51302 1.16678 -1.24946 -0.1 0.4 -0.8 0.080
H 1.25383 0.01113 -1.66473 0.4 0.9 -0.7 0.036
H 0.58091 -1.19180 1.02304 0.0 -0.3 0.9 0.070
H -1.72944 2.97800 0.09418 0.0 -1.1 0.7 0.081
H -1.07713 -0.93014 1.93010 0.6 0.4 0.1 0.094
H 0.55726 2.82160 -0.52083 -0.4 -1.2 -0.7 0.130
H 1.06602 1.54301 0.43116 -1.1 -0.8 -0.6 0.120
H -0.88630 1.78874 1.36348 -2.0 0.6 -1.7 0.114
H -2.90040 -2.85322 -0.38028 -0.6 -0.9 -0.7 0.117
H -2.97514 -1.64578 0.86532 0.7 -0.9 -0.5 0.045
H -0.55846 -0.17702 0.28508 -0.6 -0.3 0.3 0.031
H -1.13860 1.18750 -1.47896 -2.0 0.4 -4.0 0.076